A structure of composition C31H46N8O2S2SeV in a non-equilibrium geometry, computed with wB97M-V/def2-TZVPD.

Each line ends with the Löwdin charge.
Geometry (Å):
1 Se -0.82 -1.14 0.43  0.8761
2 V -1.30 2.64 -0.29  0.5877
3 S -2.00 3.50 -2.40  0.6540
4 S 0.45 6.61 -0.81  1.0958
5 O 0.62 1.14 -1.21  -0.2870
6 O -1.87 2.93 1.43  -0.2223
7 N -2.78 1.63 -4.11  0.0701
8 N 1.03 4.14 -1.08  0.0333
9 N -2.66 1.39 -0.61  -0.2027
10 N -2.93 1.05 -1.90  -0.0049
11 N 1.37 -2.46 1.67  -0.0220
12 N 0.03 4.16 -0.21  -0.1706
13 N 1.01 -3.11 -0.41  -0.0262
14 N -1.32 5.63 1.03  0.1228
15 C -1.06 -4.30 -3.38  -0.2597
16 C -2.50 2.09 2.20  -0.3242
17 C -0.71 -3.14 3.87  -0.2492
18 C -4.03 0.23 2.57  -0.0529
19 C 0.57 -2.28 0.58  -0.6441
20 C -1.70 -2.00 4.05  -0.1216
21 C 3.86 -5.39 0.23  -0.0934
22 C -0.60 -4.21 -1.92  -0.1871
23 C 0.48 -3.14 -1.74  -0.1853
24 C 0.51 0.68 -2.54  -0.2796
25 C 1.89 1.51 0.78  -0.0661
26 C 0.95 1.70 -3.59  -0.0723
27 C -2.62 1.93 -2.79  -0.8816
28 C 2.53 5.53 -2.44  -0.2350
29 C 0.74 -2.68 4.04  -0.1810
30 C 3.69 6.20 -1.70  -0.1017
31 C 4.11 -4.95 1.53  -0.0922
32 C -2.44 2.24 3.60  -0.0118
33 C 1.92 1.06 -0.67  -0.2787
34 C -0.40 5.36 0.08  -0.6727
35 C -3.95 0.41 3.93  -0.1247
36 C 2.07 -3.85 0.06  -0.1438
37 C 2.30 -3.43 1.38  -0.1430
38 C -3.14 1.41 4.45  -0.0937
39 C 1.39 5.28 -1.52  -0.5769
40 C -3.38 0.78 0.28  -0.1332
41 C -3.30 1.03 1.68  -0.1783
42 C 2.84 -4.84 -0.52  -0.0082
43 C 1.24 -1.77 2.92  -0.1608
44 C -1.67 -3.01 -3.90  -0.1052
45 C 3.34 -3.97 2.13  -0.0097
46 H -2.41 -2.62 -3.20  0.0789
47 H -0.91 -2.24 -4.05  0.0627
48 H 1.30 -3.31 -2.44  0.1358
49 H -1.65 -1.30 3.22  0.0139
50 H -1.85 6.48 0.96  0.1029
51 H 2.01 1.90 -3.53  0.0629
52 H 3.38 7.18 -1.34  0.0624
53 H -2.15 -3.18 -4.86  0.0691
54 H -3.34 0.82 -4.31  0.0921
55 H -0.55 0.43 -2.68  0.0937
56 H -4.09 0.03 -0.07  0.1303
57 H -1.50 -1.46 4.97  0.0779
58 H -1.44 -3.96 -1.28  0.1084
59 H 4.54 6.33 -2.36  0.0721
60 H 2.86 1.35 1.24  0.0790
61 H -4.66 -0.55 2.16  0.1144
62 H 3.99 5.59 -0.85  0.0804
63 H -1.81 3.04 3.99  0.1119
64 H 0.82 -2.14 4.98  0.1154
65 H -2.90 2.42 -4.72  0.0741
66 H 2.85 4.57 -2.84  0.1113
67 H 1.13 0.95 1.33  0.0393
68 H 2.22 -1.36 3.19  0.1315
69 H 2.64 -5.18 -1.53  0.1091
70 H 0.04 -2.16 -1.94  0.0617
71 H -0.21 -4.59 -4.01  0.1055
72 H 2.62 1.68 -1.25  0.1131
73 H -0.84 -3.58 2.88  0.1013
74 H 4.92 -5.40 2.09  0.1008
75 H 0.40 2.63 -3.47  0.0247
76 H -0.92 -3.92 4.61  0.1053
77 H 3.55 -3.64 3.14  0.1085
78 H 4.48 -6.16 -0.19  0.1010
79 H 0.73 1.29 -4.58  0.0755
80 H 2.26 0.00 -0.72  0.1187
81 H 1.38 -3.56 4.10  0.0977
82 H -1.81 4.79 1.36  0.0794
83 H -2.72 -2.38 4.09  0.0728
84 H 2.20 6.16 -3.27  0.1133
85 H -3.07 1.55 5.52  0.1013
86 H 0.54 -0.95 2.78  0.0754
87 H 1.11 -0.24 -2.65  0.1120
88 H -4.51 -0.23 4.60  0.0988
89 H -0.20 -5.17 -1.61  0.1116
90 H 1.64 2.57 0.83  0.0506
91 H -1.80 -5.10 -3.45  0.1049

Calculated values
- spin multiplicity = 4
- HOMO-LUMO gap (spin up / spin down) (eV) = 6.46 / 7.59


A structure of composition C31H46N9O4OsS, computed with wB97M-V/def2-TZVPD.

Each line ends with the Löwdin charge.
Geometry (Å):
1 Os -0.33 0.08 -0.20  1.8249
2 S 0.47 -3.04 -0.10  1.0964
3 O 1.53 -0.17 0.02  -0.2667
4 O 0.35 0.45 2.23  -0.0891
5 O 3.55 0.34 0.79  0.2066
6 O -0.60 -1.88 0.07  -0.6872
7 N 5.39 2.04 -2.45  0.1113
8 N 0.37 -1.40 -4.52  -0.0668
9 N -4.75 -0.02 0.14  -0.0276
10 N -0.18 2.18 -0.35  -0.1037
11 N -2.35 0.16 -0.24  0.0112
12 N -0.06 0.04 -2.60  -0.1592
13 N 3.46 3.13 -1.59  0.1343
14 N 1.34 0.79 -4.43  -0.0775
15 N -1.03 0.56 -4.77  -0.0690
16 C 0.17 1.35 -5.10  -0.1209
17 C 1.55 -0.59 -4.86  -0.1189
18 C -3.50 0.06 -0.06  -0.1544
19 C -7.41 -0.21 -0.92  -0.1747
20 C 1.09 4.19 0.03  -0.1572
21 C -1.22 4.31 -0.64  0.0059
22 C 6.11 2.52 -1.44  -0.0801
23 C -1.26 2.94 -0.65  -0.1249
24 C 2.29 1.68 3.05  0.0275
25 C -5.47 -1.33 0.21  -0.0855
26 C -6.63 1.10 -1.00  -0.1600
27 C 0.40 -3.95 1.47  -0.2838
28 C -0.43 -4.32 -1.03  -0.2725
29 C 4.20 3.64 -0.59  -0.2691
30 C 2.40 0.20 1.03  -0.4880
31 C 3.58 4.58 0.36  0.0055
32 C -0.81 -0.82 -5.19  -0.1313
33 C 1.16 0.84 -3.01  -0.1907
34 C -0.04 4.94 -0.26  0.0617
35 C 4.11 2.39 -2.48  -0.1923
36 C -6.47 -1.41 -0.92  -0.1613
37 C -5.63 1.20 0.14  -0.0830
38 C 5.56 3.36 -0.49  0.0213
39 C -1.24 0.60 -3.35  -0.1798
40 C 2.30 4.84 0.58  -0.0281
41 C 0.98 2.81 -0.06  -0.0677
42 C 0.24 -5.41 1.05  -0.1986
43 C -0.83 -5.41 -0.04  -0.1936
44 C 0.17 -1.36 -3.10  -0.1931
45 C 2.14 -0.83 3.27  0.0305
46 C 1.78 0.38 2.42  -0.5028
47 H -1.25 -3.81 -1.53  0.0954
48 H -5.96 -1.34 1.19  0.1439
49 H -0.10 0.21 3.05  0.1275
50 H 0.03 2.39 -4.79  0.1393
51 H -6.11 1.17 -1.95  0.1246
52 H 3.38 1.68 3.06  0.1142
53 H 1.05 -1.75 -2.60  0.1168
54 H 3.23 -0.94 3.33  0.1204
55 H 2.43 -1.00 -4.37  0.1418
56 H 2.07 5.65 1.26  0.1300
57 H 3.54 2.04 -3.33  0.1000
58 H -1.38 1.63 -3.02  0.1137
59 H -0.04 -6.00 1.92  0.1393
60 H 1.01 1.88 -2.69  0.1172
61 H -0.65 -0.85 -6.27  0.1436
62 H -4.72 -2.12 0.19  0.1290
63 H -7.03 -2.34 -0.81  0.1320
64 H 1.95 2.55 2.49  0.0794
65 H 1.93 1.75 4.07  0.1098
66 H 1.70 -0.61 -5.94  0.1445
67 H 0.00 6.03 -0.20  0.1476
68 H -2.10 4.87 -0.89  0.1323
69 H -0.88 -6.37 -0.55  0.1367
70 H 1.18 -5.81 0.68  0.1337
71 H 7.16 2.24 -1.41  0.1260
72 H 1.31 -3.73 2.03  0.0912
73 H -4.99 2.08 0.07  0.1280
74 H 0.28 -4.67 -1.79  0.1142
75 H -8.11 -0.28 -1.75  0.1285
76 H 4.29 5.17 0.92  0.1280
77 H 6.16 3.79 0.30  0.1248
78 H 1.72 -1.74 2.85  0.0715
79 H -1.81 -5.20 0.38  0.1265
80 H -0.48 -3.56 1.99  0.1161
81 H -0.72 -1.95 -2.84  0.1135
82 H 1.77 -0.69 4.29  0.1130
83 H -5.94 -1.47 -1.88  0.1238
84 H -6.12 1.21 1.11  0.1447
85 H 2.02 0.42 -2.49  0.1173
86 H 1.85 2.21 0.10  0.0956
87 H -8.02 -0.22 -0.01  0.1296
88 H 0.33 1.33 -6.18  0.1441
89 H -1.69 -1.42 -4.96  0.1358
90 H -2.17 2.41 -0.90  0.0835
91 H -2.12 0.01 -3.09  0.1205
92 H -7.30 1.96 -0.93  0.1331

Calculated values
- spin multiplicity = 5
- total charge = +3
- HOMO-LUMO gap (spin up / spin down) (eV) = 7.71 / 4.84


A structure of composition C31H47BrFeN2P2 in a non-equilibrium geometry, computed with wB97M-V/def2-TZVPD.

Each line ends with the Löwdin charge.
Geometry (Å):
1 Br 2.72 4.44 -0.17  0.8740
2 Fe -1.92 0.12 -2.59  0.5397
3 P -1.31 -1.79 -1.73  0.8744
4 P 3.91 -0.67 -1.09  1.2369
5 N -0.62 0.64 1.40  0.0989
6 N -5.62 3.70 -5.62  0.0655
7 C -4.18 2.18 -3.82  -0.2375
8 C 4.23 -1.98 -3.49  -0.1329
9 C -1.42 -0.51 3.37  -0.0551
10 C 3.21 -1.15 -2.71  -0.3533
11 C 1.59 3.22 -2.44  -0.1356
12 C 3.84 1.16 -1.08  -0.3912
13 C -5.69 3.99 -4.33  -0.1129
14 C 2.74 -1.15 0.23  -0.3608
15 C 0.58 2.64 -3.18  -0.0182
16 C 5.19 1.82 -1.37  -0.1289
17 C -4.06 -2.16 -1.09  -0.1205
18 C -5.04 3.20 -3.37  -0.0040
19 C -1.73 1.89 -3.40  -0.1969
20 C -0.21 -2.48 -4.25  -0.1379
21 C 0.81 0.49 3.34  -0.0569
22 C 1.18 -0.32 4.42  -0.0970
23 C -0.71 2.55 -2.63  -0.2539
24 C -3.10 1.80 -2.91  -0.1400
25 C 1.35 3.61 -1.11  -0.7025
26 C -1.03 -1.31 4.44  -0.0863
27 C -0.43 0.25 2.69  -0.3415
28 C 0.08 3.48 -0.54  -0.1030
29 C -1.08 -2.43 -0.05  -0.3928
30 C -4.20 1.83 -5.18  -0.0242
31 C -4.93 2.65 -6.06  -0.1121
32 C -0.28 -2.88 -2.78  -0.3990
33 C -3.06 -2.17 -2.24  -0.3740
34 C -1.32 -3.95 0.08  -0.1004
35 C 0.28 -1.26 4.94  -0.0996
36 C -0.98 3.00 -1.31  -0.0100
37 C 3.49 -1.76 1.42  -0.1266
38 H 2.19 -0.22 4.83  0.1109
39 H -1.48 0.43 0.90  0.0753
40 H 2.96 -0.23 -3.26  0.0911
41 H 0.11 1.11 0.87  0.0690
42 H -6.23 4.89 -4.01  0.1230
43 H 2.02 -1.89 -0.18  0.0651
44 H -1.77 -1.98 4.88  0.1143
45 H 4.35 -2.34 1.06  0.0701
46 H 5.21 -1.49 -3.51  0.0774
47 H 0.71 -2.87 -2.31  0.0614
48 H 0.77 2.19 -4.17  0.1331
49 H -4.91 2.44 -7.15  0.1213
50 H -0.71 -4.34 0.92  0.0906
51 H 5.10 2.89 -1.16  0.0513
52 H -0.07 3.76 0.50  0.1162
53 H 2.27 -1.69 -2.55  0.0505
54 H 0.18 -1.46 -4.39  0.0594
55 H 3.46 1.49 -0.10  0.0724
56 H -3.35 1.87 -1.84  0.1136
57 H -1.74 -1.86 0.63  0.0542
58 H -2.37 -4.18 0.29  0.0799
59 H -2.44 -0.50 2.99  0.1091
60 H 5.97 1.40 -0.72  0.0837
61 H -1.54 1.82 -4.49  0.1354
62 H 5.47 1.68 -2.42  0.0853
63 H -3.26 -1.45 -3.07  0.0621
64 H -4.94 -1.57 -1.36  0.0863
65 H 0.46 -3.17 -4.77  0.0882
66 H -4.41 -3.17 -0.84  0.0928
67 H -3.65 -1.71 -0.18  0.0594
68 H -3.61 1.00 -5.59  0.1086
69 H 4.36 -2.97 -3.04  0.0844
70 H 3.09 1.43 -1.82  0.0495
71 H 2.58 3.33 -2.86  0.1124
72 H 2.19 -0.24 0.51  0.0710
73 H 3.91 -2.13 -4.52  0.0857
74 H -2.01 2.98 -0.95  0.1148
75 H -0.06 -2.14 0.24  0.0596
76 H 1.46 1.27 2.95  0.1011
77 H -3.01 -3.17 -2.70  0.1046
78 H 3.86 -0.97 2.10  0.0871
79 H -0.72 -3.88 -2.69  0.0848
80 H -1.02 -4.50 -0.82  0.0602
81 H -5.08 3.48 -2.32  0.1144
82 H 0.60 -1.93 5.75  0.1082
83 H -1.19 -2.55 -4.73  0.0805
84 H 2.82 -2.42 1.99  0.0868

Calculated values
- spin multiplicity = 5
- total charge = +2
- HOMO-LUMO gap (spin up / spin down) (eV) = 6.01 / 3.09


In order of appearance, relative energy (zero: lowest compared OMol25 entry of this formula, charge and spin) = 155.3; 3.7; 72.5 kJ/mol.